(1)
DFT (ωB97M-V/def2-TZVPD) results for C23H21BiN8O4S4Se as an isolated structure.

Output
HOMO: -1.53 eV
Total charge: -2
F_max: 0.26 eV/A
Energy: -158833.596 eV
Energy above the lowest of the compared OMol25 structures with the same formula, charge and spin: 55.2 kJ/mol

Each line ends with the natural charge from an NBO analysis.
Cartesian coordinates (Å):
Bi 0.0449 -0.3857 0.4176  1.57
N 2.8921 0.1488 -0.4166  -0.84
C 3.3085 1.0246 -1.5065  -0.20
C 3.0022 0.4143 -2.8745  -0.52
C 1.5203 0.5932 -3.2392  0.79
O 1.2294 1.5777 -3.9206  -0.71
O 0.6911 -0.2609 -2.7700  -0.76
H 2.9190 0.6363 0.4700  0.38
H 3.4608 -0.6868 -0.3623  0.36
H 4.3779 1.2751 -1.4499  0.15
H 2.7576 1.9629 -1.4113  0.21
H 3.2941 -0.6411 -2.8738  0.19
H 3.5802 0.9432 -3.6328  0.21
O -5.2864 -0.1459 -3.4289  -0.63
C -4.5398 -0.7242 -2.6643  0.16
S -3.9847 -0.0655 -1.1346  0.30
C -3.0126 -1.4443 -0.6106  -0.49
C -2.9535 -2.5239 -1.4311  -0.32
S -2.1748 -4.0515 -1.2686  -0.51
S -3.8918 -2.3356 -2.9267  0.30
S -2.3107 -1.2573 0.9924  -0.30
Se -1.6601 6.5746 4.3552  0.72
N -1.9965 6.1523 2.6359  -0.62
C -1.3886 5.0335 2.4002  0.13
C -1.4693 4.3421 1.1112  -0.14
C -2.3004 4.7588 0.0751  -0.13
C -2.3682 4.0042 -1.0773  -0.27
C -1.6226 2.8286 -1.1479  0.08
N -0.8340 2.4220 -0.1661  -0.44
C -0.7302 3.1730 0.9360  0.27
C 0.1595 2.6531 2.0089  0.23
N 0.9280 1.6527 1.6640  -0.62
C 1.4853 0.7838 2.7076  -0.12
C 1.5821 1.4610 4.0527  -0.23
C 0.9144 2.5924 4.3105  -0.18
C 0.1060 3.2269 3.2903  -0.31
C -0.6199 4.4295 3.5040  0.24
N -0.6508 5.1116 4.6334  -0.73
H -2.8872 5.6597 0.2033  0.22
H -3.0080 4.2889 -1.9014  0.21
H -1.6735 2.1831 -2.0179  0.22
H 2.4963 0.4839 2.3936  0.16
H 2.1897 0.9849 4.8152  0.19
H 0.9635 3.0643 5.2849  0.21
C 1.0331 -5.4408 -2.1216  -0.41
N 1.1346 -4.6106 -0.9511  -0.42
C 0.7409 -5.0479 0.3649  -0.32
C 0.6825 -3.7285 1.1251  0.69
O 0.4740 -3.6487 2.3143  -0.61
N 0.9084 -2.7019 0.2348  -0.72
C 1.1482 -3.2528 -0.9726  0.69
N 1.4186 -2.5650 -2.0643  -0.82
H 0.4938 -6.3495 -1.8580  0.21
H 2.0134 -5.7206 -2.5223  0.18
H 0.4483 -4.9445 -2.8994  0.23
H 1.4521 -5.7396 0.8211  0.20
H -0.2650 -5.4769 0.3642  0.24
H 1.1239 -1.4771 -2.2787  0.47
H 1.4564 -3.1249 -2.9018  0.37
C 0.6037 -0.4661 2.6450  -0.84
H -0.3236 -0.2912 3.1970  0.21
H 1.0508 -1.4046 2.9649  0.24

Force components x, y, z for each atom (eV/Å):
Bi 0.0 -0.1 -0.1
N -0.1 0.0 0.1
C 0.0 0.0 -0.1
C 0.0 0.0 0.0
C -0.1 0.0 0.0
O 0.0 0.0 0.0
O 0.1 0.0 -0.1
H 0.1 0.0 0.0
H 0.0 0.0 0.0
H 0.0 0.0 0.0
H 0.0 0.0 0.0
H 0.0 0.0 0.0
H 0.0 0.0 0.0
O 0.0 0.0 0.0
C -0.1 0.0 0.0
S 0.0 0.0 0.0
C 0.1 0.0 0.0
C -0.1 0.2 0.0
S 0.1 -0.1 0.0
S 0.0 -0.1 0.0
S -0.1 -0.1 0.2
Se 0.0 0.1 0.1
N 0.0 -0.1 -0.1
C 0.0 0.0 -0.1
C 0.0 0.0 0.1
C 0.0 0.0 0.0
C 0.0 0.0 0.0
C 0.0 0.0 0.0
N 0.0 0.0 0.0
C 0.0 0.0 0.0
C 0.0 0.1 0.0
N 0.0 -0.2 -0.1
C 0.0 0.1 0.1
C 0.0 0.0 0.0
C 0.0 0.0 0.0
C -0.1 0.0 0.0
C 0.0 0.0 0.0
N 0.0 -0.1 0.0
H 0.0 0.0 0.0
H 0.0 0.0 0.0
H 0.0 0.0 0.0
H 0.0 0.0 0.1
H 0.0 0.0 0.0
H 0.0 0.0 0.0
C -0.1 0.0 -0.1
N 0.2 0.0 0.1
C -0.1 0.1 -0.1
C -0.1 0.0 0.0
O 0.1 0.0 0.1
N 0.2 0.0 0.1
C -0.2 0.0 -0.2
N -0.1 0.0 0.0
H 0.0 0.0 0.0
H 0.0 0.0 0.0
H -0.1 0.0 0.0
H 0.0 0.0 0.0
H 0.0 0.0 0.0
H 0.1 -0.2 0.1
H 0.0 0.0 0.0
C 0.0 0.0 0.0
H 0.0 0.0 0.0
H 0.0 0.0 0.0


(2)
DFT (ωB97M-V/def2-TZVPD) results for a 12-piece molecular cluster, C2H27O12 overall.

Output
HOMO: -5.96 eV
Total charge: -1
F_max: 3.68 eV/A
Energy: -27083.554 eV
Energy above the lowest of the compared OMol25 structures with the same formula, charge and spin: 193.1 kJ/mol

Each line ends with the natural charge from an NBO analysis.
Cartesian coordinates (Å):
C 0.9020 1.1998 -1.3832  -0.65
C 0.6746 -0.1635 -0.7115  -0.08
O -0.3884 -0.0110 0.1859  -1.02
H 1.9342 1.3469 -1.8632  0.20
H 0.7808 2.0758 -0.8224  0.22
H 0.0896 1.4012 -2.1138  0.20
H 1.4841 -0.3679 -0.0201  0.15
H 0.5615 -0.9549 -1.4427  0.13
O -2.0926 0.0861 2.3250  -0.95
H -1.4713 0.4882 1.7739  0.50
H -1.8058 -0.8017 2.5708  0.45
O 2.4339 -3.4477 -0.7390  -0.95
H 1.9080 -3.3185 0.0359  0.48
H 2.6446 -4.3618 -0.7708  0.46
O 3.7768 0.5933 2.0427  -0.97
H 3.5015 1.3884 1.5614  0.45
H 2.9963 0.2587 2.4611  0.49
O -1.2952 -2.0092 -3.1449  -0.93
H -1.0781 -1.3975 -2.4128  0.47
H -0.4307 -2.3948 -3.2347  0.45
O 0.7202 -2.8391 1.2191  -0.97
H 0.5349 -2.1410 0.6147  0.50
H 0.0949 -2.6354 1.9292  0.49
O -2.6625 1.0175 -3.0993  -0.95
H -2.1622 1.3741 -2.3566  0.48
H -3.5132 1.5079 -3.0124  0.46
O -0.8385 4.5715 -0.7642  -0.96
H -1.4206 5.1588 -0.2538  0.45
H -1.3020 3.7668 -0.5417  0.50
O -1.8956 2.0245 -0.3720  -1.00
H -1.2520 1.3719 -0.2434  0.50
H -2.6894 1.5383 -0.4518  0.47
O -2.2382 -1.8362 -0.1877  -0.96
H -1.6873 -2.5091 -0.5328  0.44
H -1.5311 -1.2510 0.0040  0.49
O 0.4747 1.5676 2.0340  -1.00
H 0.3875 0.9835 1.2378  0.50
H 1.2707 2.0614 1.9497  0.45
O 1.8623 -1.0202 3.0238  -0.95
H 1.6993 -1.7085 2.4250  0.48
H 1.0221 -0.6134 3.0807  0.48

Force components x, y, z for each atom (eV/Å):
C 1.1 -0.7 -2.8
C 0.0 2.3 1.6
O -0.4 -0.8 -0.4
H -1.5 -0.5 0.3
H 0.0 0.9 1.9
H 0.7 -0.5 -0.3
H 1.3 -0.5 -0.6
H 0.1 -0.4 -0.3
O -2.4 -1.0 2.2
H 1.8 0.6 -1.4
H 0.1 0.4 -0.5
O 0.5 1.0 -1.2
H -0.4 -0.2 0.9
H 0.2 -1.2 0.0
O 1.2 1.2 -0.8
H 0.2 -0.4 0.2
H -1.0 -0.7 0.5
O 0.3 0.6 0.8
H -1.0 0.0 -0.4
H 0.6 -0.7 -0.5
O -0.3 -0.7 1.3
H -0.4 1.4 -1.1
H 0.0 -0.4 -0.1
O -1.2 0.7 0.0
H 0.3 0.1 0.1
H 0.9 -0.6 -0.3
O -0.5 1.1 0.5
H 0.6 0.4 -0.3
H 0.0 -1.5 -0.2
O -1.4 3.3 -0.8
H 2.3 -2.6 0.8
H -1.5 -0.8 0.2
O -1.8 -1.0 0.1
H 0.2 -1.9 -1.0
H 1.3 2.7 0.9
O -0.5 -0.4 0.5
H -0.4 0.0 0.0
H 0.9 0.6 -0.1
O 1.2 0.6 1.6
H 0.2 -1.8 -1.6
H -1.4 1.4 0.2


(3)
DFT (ωB97M-V/def2-TZVPD) results for one molecule with the formula C5H8N2.

Output
HOMO: -7.54 eV
Total charge: 0
F_max: 1.83 eV/A
Energy: -8294.200 eV
Energy above the lowest of the compared OMol25 structures with the same formula, charge and spin: 76.8 kJ/mol

Each line ends with the natural charge from an NBO analysis.
Cartesian coordinates (Å):
C 2.3115 -0.5029 0.0737  -0.65
C 0.8417 -0.1768 0.3105  0.17
C -0.2758 -0.8481 -0.0991  -0.36
C -1.3570 0.0924 -0.1186  0.12
N -2.6416 -0.1926 -0.6116  -0.81
C -0.8606 1.3025 0.3073  -0.17
N 0.5000 1.1077 0.6272  -0.53
H 2.7377 -1.1057 0.8766  0.22
H 2.3691 -1.0539 -0.8677  0.23
H 2.9995 0.3557 -0.0527  0.21
H -0.3055 -1.8869 -0.3903  0.21
H -3.4058 0.2722 -0.1422  0.38
H -2.8284 -1.1815 -0.7030  0.37
H -1.4051 2.2231 0.4965  0.21
H 1.3203 1.5949 0.2935  0.40

Force components x, y, z for each atom (eV/Å):
C -0.3 -0.3 0.1
C 0.3 -0.4 -0.6
C 0.1 -0.1 0.0
C 0.3 0.1 0.1
N 0.0 0.0 0.2
C 0.0 -0.1 -0.2
N 0.4 -0.4 -0.3
H 0.0 -0.1 -0.1
H 0.1 -0.1 0.2
H -0.7 -0.1 0.2
H -0.1 0.0 -0.1
H 0.1 0.0 0.0
H 0.0 0.1 0.1
H 0.4 -0.2 -0.1
H -0.7 1.6 0.4


(4)
DFT (ωB97M-V/def2-TZVPD) results for C20H41As3N7O3Ti as an isolated structure.

Output
HOMO (spin up / spin down): -9.55 / -10.59 eV
Expectation value of S²: 2.02
Total charge: +1
2S+1: 3
F_max: 1.27 eV/A
Energy: -243602.863 eV
Energy above the lowest of the compared OMol25 structures with the same formula, charge and spin: 0.0 kJ/mol

Each line ends with the Mulliken spin population.
Cartesian coordinates (Å):
Ti 0.2585 0.4151 1.3480  1.03
C 4.2362 -0.1770 1.0608  0.01
As 2.5539 0.0576 0.1369  -0.02
C 2.5703 -1.5271 -0.9706  0.00
C 2.9954 1.3948 -1.2161  0.01
C 2.8532 2.8967 -0.8881  0.00
C 3.3836 3.1906 0.5147  0.00
C 1.4006 3.3600 -1.0407  0.01
As 0.0449 2.7722 0.2389  0.00
C 0.0714 4.1947 1.5460  0.00
C -1.5133 3.3155 -0.7758  0.02
C 3.7255 3.6204 -1.9422  0.00
As 3.7808 5.5640 -2.3321  0.00
C 2.0350 5.8202 -3.2023  0.00
C 3.3741 6.4553 -0.6355  0.00
H 5.0163 -0.2998 0.3088  0.00
H 4.1795 -1.0772 1.6719  0.00
H 4.4665 0.6693 1.7014  0.00
H 3.4832 -1.5324 -1.5672  0.00
H 1.6945 -1.5244 -1.6136  0.00
H 2.5452 -2.4061 -0.3286  0.00
H 2.3819 1.1402 -2.0856  0.00
H 4.0341 1.1787 -1.4828  0.00
H 2.8049 2.6808 1.2921  0.01
H 3.3493 4.2555 0.7388  0.00
H 4.4226 2.8676 0.6081  0.00
H 1.0271 3.0727 -2.0295  0.00
H 1.3590 4.4486 -0.9927  0.00
H 0.0039 5.1554 1.0342  0.00
H 0.9815 4.1324 2.1357  0.00
H -0.7786 4.0647 2.2140  0.00
H -1.3664 4.3425 -1.1130  0.00
H -2.3934 3.2643 -0.1374  0.00
H -1.6554 2.6650 -1.6376  0.00
H 3.5110 3.2033 -2.9335  0.00
H 4.7690 3.3623 -1.7410  0.00
H 1.8466 4.9861 -3.8793  0.00
H 2.0862 6.7316 -3.7956  0.00
H 1.2105 5.9069 -2.4960  0.00
H 4.1934 6.3119 0.0668  0.00
H 2.4397 6.1340 -0.1769  0.00
H 3.3063 7.5200 -0.8585  0.00
N -2.6507 0.5804 1.0483  0.00
C -2.4840 -0.0736 -0.2487  -0.01
C -3.2712 -1.3824 -0.4794  0.00
C -4.3860 -1.2779 -1.5187  0.00
C -3.8837 -1.4928 -2.9403  0.00
N -2.7554 -0.6198 -3.2999  0.00
C -2.8481 0.5374 -3.9436  0.00
N -1.8363 1.4025 -3.8667  0.00
N -3.9195 0.8470 -4.6786  0.00
C -0.9961 -0.3534 -0.4068  -0.01
O -0.4935 -1.1511 0.4929  0.01
O -0.3379 0.0861 -1.3680  0.09
H -2.4844 -0.0917 1.7972  0.00
H -3.6045 0.8934 1.1985  0.01
H -2.7481 0.6612 -1.0133  0.00
H -3.6789 -1.7115 0.4767  0.00
H -2.5848 -2.1819 -0.7791  0.00
H -4.9161 -0.3242 -1.4438  0.00
H -5.1242 -2.0605 -1.3348  0.00
H -4.6870 -1.3422 -3.6576  0.00
H -3.5461 -2.5210 -3.0716  0.00
H -1.8828 -0.7583 -2.8053  0.00
H -1.1673 1.3113 -3.1068  0.00
H -1.8214 2.2319 -4.4339  0.00
H -4.5842 0.1428 -4.9447  0.00
H -3.9708 1.7291 -5.1578  0.00
O -0.2651 1.1737 2.8955  -0.03
N 1.1011 1.5841 2.8966  0.21
C 1.8751 0.6432 3.5422  0.42
C 3.1583 1.0073 4.0020  -0.07
N 4.2215 1.2993 4.3422  0.17
C 1.4437 -0.7111 3.4247  -0.03
N 0.9101 -1.6705 3.0496  0.17

Force components x, y, z for each atom (eV/Å):
Ti 0.6 0.5 0.6
C 0.1 0.0 0.0
As 0.3 0.1 0.0
C 0.1 0.0 0.0
C 0.0 0.0 -0.1
C 0.0 0.0 0.0
C 0.0 0.0 0.1
C 0.0 0.1 -0.1
As 0.2 0.1 0.1
C 0.0 0.1 0.0
C -0.1 0.1 -0.1
C 0.0 -0.1 0.0
As 0.1 0.0 0.0
C 0.0 0.0 0.0
C 0.0 0.0 0.0
H 0.0 0.0 0.1
H 0.0 0.0 0.0
H 0.0 0.0 0.0
H 0.0 -0.1 0.0
H 0.0 0.0 0.0
H 0.0 0.0 0.0
H 0.0 0.0 0.0
H 0.0 0.0 0.0
H 0.0 0.0 0.0
H 0.0 0.0 0.0
H 0.0 0.0 0.0
H 0.0 0.0 0.0
H 0.0 0.0 0.0
H 0.0 0.0 0.0
H 0.0 0.0 0.0
H 0.0 0.0 0.0
H -0.1 0.0 0.0
H 0.0 0.0 0.0
H 0.0 0.1 0.1
H 0.0 0.0 0.0
H 0.0 0.0 0.0
H 0.0 0.0 0.0
H 0.0 0.0 0.0
H 0.0 0.0 0.0
H 0.0 0.0 0.0
H 0.0 0.0 0.0
H 0.0 0.0 0.0
N 0.0 -0.4 0.2
C 0.0 0.2 -0.1
C -0.1 -0.1 0.0
C 0.0 -0.1 0.0
C 0.1 0.0 -0.2
N -0.2 0.1 0.0
C 0.1 -0.1 0.0
N 0.1 0.0 0.2
N 0.0 0.0 0.0
C -0.6 -1.1 -0.4
O -0.7 0.2 -0.6
O -0.1 0.1 -0.5
H 0.0 0.0 -0.1
H 0.1 0.2 -0.2
H -0.1 0.0 0.1
H 0.0 0.1 0.0
H 0.0 0.0 0.0
H 0.1 0.0 0.0
H -0.1 0.0 0.0
H 0.0 -0.1 0.0
H 0.0 0.0 0.0
H 0.1 0.0 0.0
H 0.1 -0.2 -0.1
H 0.0 0.0 0.0
H 0.0 0.0 0.0
H 0.0 0.0 0.0
O 0.3 0.3 0.5
N 0.0 0.0 0.4
C -0.1 -0.2 0.2
C 0.0 -0.1 0.0
N 0.0 0.0 0.0
C 0.1 0.3 0.0
N 0.1 -0.1 0.2